Entry 1:
Below is a cluster of 2 separate species, C3H5FIN in total in a non-equilibrium geometry, with properties calculated with ωB97M-V with the def2-TZVPD basis set.

- HOMO (alpha / beta): -8.500 / -8.498 eV

Structure (XYZ):
```
11
Properties=species:S:1:pos:R:3:forces:R:3
C -2.060627 -1.072814 -0.210811 -0.425 -0.273 -0.211
C -1.096105 -0.373639 -0.717940 2.465 2.101 2.636
C 1.357743 0.858584 0.166446 0.752 -0.092 0.005
N 0.021274 0.907018 0.675171 -2.746 -1.475 -2.809
F -0.526356 -0.256781 -1.883074 -0.347 -0.055 0.218
I -0.298265 0.208629 2.529260 0.157 -0.203 0.204
H -2.665289 -1.756301 -0.788562 0.003 -0.004 -0.242
H -2.293569 -0.979320 0.837496 0.114 0.096 0.131
H 1.979451 0.030609 0.519217 -0.012 -0.071 -0.016
H 1.319040 0.820002 -0.923533 -0.015 0.049 0.033
H 1.850026 1.801402 0.432956 0.052 -0.073 0.051
```
Forces are in eV/Å.



Entry 2:
Below is an isolated molecule of C3H5FN2S in a non-equilibrium geometry, with properties calculated with ωB97M-V with the def2-TZVPD basis set.

- SMILES string: FC/C=N\NC=S
- HOMO: -8.798 eV

Structure (XYZ):
```
12
Properties=species:S:1:pos:R:3:forces:R:3
F 2.592046 -1.140136 -0.185526 -2.640 0.616 0.605
C 1.184595 -0.634057 0.200191 3.491 -2.928 4.082
C 0.906133 0.375329 -0.733863 4.471 2.071 -4.621
N 0.013077 1.241570 -0.982275 -0.077 -1.572 1.489
N -0.893349 1.048042 0.084639 -3.896 2.767 4.190
C -1.800000 0.022053 0.330818 -1.320 0.733 0.197
S -2.046801 -1.302721 -0.598954 0.428 -0.052 -0.005
H 1.398671 -0.550201 1.388884 -1.130 0.572 -2.920
H 0.480508 -1.430523 0.022299 -0.021 -0.775 0.078
H 1.905566 0.295669 -1.442342 -2.861 0.734 1.013
H -1.103552 1.974760 0.699584 0.794 -2.922 -2.239
H -2.636892 0.100212 1.216542 2.761 0.756 -1.870
```
Forces are in eV/Å.